Entry 1:
This record from the OMol25 dataset describes the molecule C4H8O at a distorted geometry. The level of theory is the ωB97M-V functional and the def2-TZVPD basis.

Last column: Löwdin charge in e.
Geometry (Å):
C 1.94244 -0.10566 -0.30548  0.018
C 0.86001 -0.67572 0.28521  -0.127
C -0.47169 0.00256 0.43432  -0.490
C -1.64294 -0.67412 -0.33377  -0.048
O -0.47701 1.33001 -0.03526  -0.075
H 2.89066 -0.59098 -0.34345  0.036
H 1.96494 0.92140 -0.71525  0.063
H 0.88862 -1.69172 0.70039  0.107
H -0.65290 0.01192 1.51051  0.132
H -1.60064 -1.78462 -0.25579  0.078
H -2.61821 -0.22468 0.00314  0.086
H -1.49438 -0.37270 -1.43771  0.108
H 0.31109 1.80893 0.33860  0.110

Kohn-Sham gap = 10.6830 eV
SMILES = C=C[C@H](C)O

=====

Entry 2:
This record from the OMol25 dataset describes the molecule C5H8O at a distorted geometry. The level of theory is the ωB97M-V functional and the def2-TZVPD basis.

Last column: Löwdin charge in e.
Geometry (Å):
O 2.71885 -0.07928 -0.53737  0.055
C 1.92093 0.41552 0.21715  -0.328
C 0.52913 0.01370 0.35417  -0.282
C -0.26118 -1.10065 -0.35250  -0.134
C -1.55045 -0.24361 -0.20523  -0.170
C -0.64419 0.99352 -0.01210  -0.117
H 2.16958 1.16894 1.01693  0.136
H 1.01910 -0.36402 1.38159  0.189
H 0.01451 -1.29583 -1.39381  0.116
H -0.22381 -2.03484 0.20735  0.105
H -2.26890 -0.25427 -1.03633  0.103
H -2.08804 -0.46272 0.72233  0.104
H -0.41062 1.42410 -1.00573  0.123
H -0.92491 1.81946 0.64356  0.101

Kohn-Sham gap = 10.5003 eV
SMILES = O=CC1CCC1

=====

Entry 3:
This record from the OMol25 dataset describes C3H2N3O as an isolated structure at a distorted geometry. The level of theory is the ωB97M-V functional and the def2-TZVPD basis.

Last column: Löwdin charge in e.
Geometry (Å):
C -1.16195 0.61337 0.14995  0.092
C -1.69984 -0.67813 0.15582  0.150
C 0.31488 -0.57758 -0.41152  0.044
N 3.26782 1.08468 0.05005  0.019
N 0.18197 0.64690 -0.38901  0.241
N 3.62668 0.17879 -0.43550  0.023
O -0.58472 -1.48552 -0.17123  0.154
H -1.46298 1.51083 0.51369  0.116
H -2.48185 -1.29334 0.53776  0.162

Kohn-Sham gap (spin up / spin down) = 6.7286 / 8.4277 eV
total charge = +1

=====

Entry 4:
This record from the OMol25 dataset describes C42H30IN3O4PRuS as an isolated structure at a distorted geometry. The level of theory is the ωB97M-V functional and the def2-TZVPD basis.

Last column: Mulliken spin population.
Geometry (Å):
Ru -0.15573 -0.35301 0.21759  0.897
O -1.96409 0.75539 0.56112  -0.004
N -2.65584 0.75858 1.62769  -0.004
N -2.17488 0.09750 2.59762  -0.016
O -1.09212 -0.64081 2.51724  0.081
C -2.88714 0.13193 3.85422  0.001
C -3.92339 1.03211 4.06019  0.002
C -4.59166 1.02324 5.27297  -0.001
C -4.23200 0.12678 6.27281  0.001
C -3.18193 -0.74928 6.05818  -0.002
C -2.50031 -0.74599 4.84718  0.008
H -4.19121 1.72521 3.27629  0.000
H -5.39524 1.72876 5.44086  0.000
H -4.77194 0.11459 7.21069  0.000
H -2.88633 -1.44637 6.83201  0.000
H -1.68254 -1.42464 4.65517  -0.002
O 0.91295 3.59944 -1.07039  0.002
C 1.15251 2.64891 -0.34793  -0.004
O 0.52086 1.52447 -0.40466  -0.009
C 2.27547 2.76555 0.65933  0.001
C 3.15891 3.83535 0.53321  0.000
C 4.20373 3.99098 1.42427  0.000
C 4.34912 3.09840 2.48257  -0.001
C 3.46072 2.04995 2.62880  0.002
C 2.43932 1.85497 1.69383  0.019
P 1.21077 0.55175 2.01730  0.010
C 2.18714 -0.84496 2.68366  0.003
C 1.55594 -1.83871 3.43158  0.013
C 2.24883 -2.97698 3.81989  0.000
C 3.57215 -3.15290 3.44376  0.002
C 4.19637 -2.18675 2.66674  -0.001
C 3.51105 -1.04216 2.29016  -0.001
C 0.42385 1.36887 3.44955  -0.005
C -0.37883 2.47362 3.16468  0.008
C -1.01852 3.15419 4.18929  0.000
C -0.85244 2.74684 5.50627  0.001
C -0.03660 1.66218 5.79308  0.000
C 0.59473 0.96782 4.76931  -0.003
H 2.99633 4.53265 -0.27693  0.000
H 4.89597 4.81545 1.31030  0.000
H 5.15043 3.22653 3.19949  0.000
H 3.55672 1.37975 3.47343  0.000
H 0.50952 -1.73124 3.68781  -0.001
H 1.74547 -3.73542 4.40693  0.000
H 4.11120 -4.04192 3.74604  0.000
H 5.21925 -2.32910 2.34075  0.000
H 4.00846 -0.30691 1.67295  0.000
H -0.51727 2.79045 2.13559  0.002
H -1.65472 3.99970 3.95858  0.000
H -1.37381 3.26190 6.30301  0.000
H 0.11049 1.35253 6.82037  0.000
H 1.21340 0.11255 5.00456  0.001
I -1.34735 -2.93801 0.70061  0.008
C 0.59274 -3.72450 0.66336  -0.008
C 0.75185 -5.03392 1.00178  0.000
C 2.00777 -5.64867 0.79722  0.001
C 3.01046 -4.95564 0.19176  0.001
C 2.85089 -3.59236 -0.16666  0.003
C 3.86500 -2.90261 -0.87048  0.004
C 3.69243 -1.59656 -1.21627  -0.007
C 2.53426 -0.89766 -0.80422  -0.045
C 1.49980 -1.51501 -0.13192  0.006
C 1.63542 -2.91498 0.13890  0.021
H -0.07678 -5.60433 1.40041  -0.001
H 2.14443 -6.68297 1.08587  0.000
H 3.94970 -5.44470 -0.04042  0.000
H 4.77083 -3.43451 -1.14014  0.000
H 4.45122 -1.07802 -1.79140  0.000
H 2.46567 0.16119 -1.02239  -0.002
S -2.43244 0.22225 -3.57651  0.003
C -1.34882 0.42968 -2.27311  0.013
N -0.67634 -0.62284 -1.91217  -0.007
C -0.97230 -1.71231 -2.73912  0.012
C -0.37035 -2.96907 -2.71343  -0.009
C -0.79137 -3.92499 -3.61233  0.002
C -1.79212 -3.64758 -4.55379  0.000
C -2.36402 -2.39594 -4.62125  0.000
C -1.93958 -1.43328 -3.70571  0.003
H -1.20579 1.39456 -1.80071  -0.001
H 0.43025 -3.17854 -2.01860  0.002
H -0.33107 -4.90417 -3.59539  0.000
H -2.10710 -4.41641 -5.24709  0.000
H -3.10688 -2.15704 -5.37082  0.000

Kohn-Sham gap (spin up / spin down) = 7.6074 / 7.4487 eV
spin multiplicity = 2
⟨S²⟩ = 0.7568

=====

Entry 5:
This record from the OMol25 dataset describes the molecule C10H13BN2O2 at a distorted geometry. The level of theory is the ωB97M-V functional and the def2-TZVPD basis.

Last column: Löwdin charge in e.
Geometry (Å):
B 2.08031 -1.08118 0.11878  -0.818
C -1.00910 1.30036 0.29536  0.032
C -2.11294 0.51157 0.04044  -0.236
C 0.33792 0.93266 0.13592  -0.172
C 0.44509 -0.43351 -0.14865  -0.097
C -1.86969 -0.82150 -0.21989  -0.229
C 3.38023 0.97829 -0.81897  -0.086
C 2.59708 1.95616 -0.23352  -0.004
C 3.18024 -0.37157 -0.79491  0.148
C -3.53834 0.98916 0.24052  -0.032
C -2.96171 -1.86268 -0.44938  -0.017
N -0.54980 -1.22491 -0.25963  0.156
N 1.36373 1.85709 0.35001  0.135
O 2.34578 -2.48898 -0.25629  0.008
O 2.25887 -0.66218 1.51882  0.038
H -1.30455 2.27901 0.75119  0.131
H 4.08292 1.31440 -1.43199  0.055
H 3.13943 2.83354 0.14322  0.142
H 3.69643 -1.06883 -1.53045  0.137
H -3.96430 1.41301 -0.71704  0.107
H -4.09224 -0.00056 0.37331  0.078
H -3.66898 1.64872 1.01278  0.040
H -3.08626 -2.36836 0.57745  0.124
H -3.88169 -1.38600 -0.65464  0.036
H -2.75467 -2.63858 -1.12055  0.058
H 1.02477 2.68284 0.80720  0.149
H 1.94282 -3.05859 0.40098  0.064
H 2.91866 -1.22938 1.86997  0.056

Kohn-Sham gap (spin up / spin down) = 6.7736 / 6.7743 eV

=====

Entry 6:
This record from the OMol25 dataset describes the molecule C7H8ClN3 at a distorted geometry. The level of theory is the ωB97M-V functional and the def2-TZVPD basis.

Last column: Löwdin charge in e.
Geometry (Å):
C 2.74432 -1.12616 0.35916  -0.043
C 1.41834 -0.47851 -0.13202  -0.193
C 0.30429 -0.23873 0.63069  -0.039
C -0.70491 0.51773 -0.18663  -0.457
C -0.81767 1.92085 0.27893  -0.213
N -1.05512 2.99051 0.61594  0.183
N -2.10052 0.25960 0.29685  -0.456
C -3.18032 0.76778 -0.51680  -0.167
Cl -2.32608 -1.51391 0.48404  0.624
N 0.01988 0.74330 -1.57236  0.125
C 1.15694 0.19439 -1.45406  -0.119
H 3.37400 -0.28153 0.82614  0.106
H 2.79606 -1.86091 1.18463  0.083
H 3.31146 -1.45740 -0.45127  0.035
H 0.18283 -0.65577 1.64540  0.127
H -4.04304 0.39887 -0.05656  0.045
H -3.10157 1.95858 -0.55927  0.132
H -3.12849 0.52257 -1.56978  0.078
H 1.91211 0.24284 -2.32790  0.148

Kohn-Sham gap = 9.5136 eV
SMILES = CC1=C[C@](C#N)(N(C)Cl)N=C1

=====

Summary of calculated total energy in eV
-6324.1224 -7359.8837 -9647.9375 -87505.8914 -18331.3316 -24377.2037
(order as listed above)